(1)
Computed, not measured: the molecule C4H6Cl2 in a non-equilibrium geometry, with wB97M-V/def2-TZVPD.

orbital gap: 10.228 eV
SMILES: C/C=C(/Cl)CCl
HOMO: -9.324 eV
relative energy (zero: lowest compared OMol25 entry of this formula, charge and spin): 5.2 kcal/mol
spin multiplicity: 1
E_LUMO: 0.9 eV
largest force on an atom: 1.43 eV Å⁻¹

Last column: Löwdin charge in e.
Positions of all 12 atoms, in Å:
C1 0.97 -0.45 -1.30  -0.10
C2 0.36 -0.93 -0.04  -0.20
C3 -0.30 -0.23 0.92  -0.74
Cl1 -0.96 -1.15 2.28  0.60
C4 -0.77 1.20 0.86  -0.62
Cl2 -2.44 1.16 0.26  0.56
H1 0.69 -1.12 -2.14  0.09
H2 0.80 0.61 -1.55  0.07
H3 2.07 -0.54 -1.31  0.08
H4 0.45 -2.01 0.09  0.10
H5 -0.74 1.72 1.83  0.08
H6 -0.15 1.75 0.10  0.08

---

(2)
Computed, not measured: the molecule C4H6Cl2N2O2 in a non-equilibrium geometry, with wB97M-V/def2-TZVPD.

orbital gap (spin up / spin down): 6.433 / 7.646 eV
HOMO (spin up / spin down): -7.208 / -7.618 eV
relative energy (zero: lowest compared OMol25 entry of this formula, charge and spin): 78.8 kcal/mol
spin multiplicity: 1
E_LUMO (spin up / spin down): -0.8 / 0.0 eV
largest force on an atom: 3.91 eV Å⁻¹

Last column: Löwdin charge in e.
Positions of all 16 atoms, in Å:
C1 2.21 0.26 -1.18  -0.61
C2 -0.55 1.00 -0.05  0.02
C3 0.11 -0.81 1.47  -0.27
C4 2.01 0.02 0.23  -0.75
N1 1.35 -1.04 0.84  -0.52
N2 -0.79 -0.23 0.44  -0.02
O1 2.83 1.12 -1.79  0.03
O2 1.53 -0.70 -1.93  -0.09
Cl1 2.60 1.18 1.29  0.75
Cl2 1.30 -2.58 0.07  0.74
H1 -0.32 1.89 0.64  0.11
H2 -0.64 1.25 -1.18  0.12
H3 -0.19 -1.68 1.87  0.06
H4 0.25 -0.14 2.34  0.13
H5 -1.08 -0.82 -0.30  0.11
H6 1.69 -0.63 -2.98  0.19

---

(3)
Computed, not measured: a cluster of 2 separate species, C4H6Cl2O in total in a non-equilibrium geometry, with wB97M-V/def2-TZVPD.

orbital gap (spin up / spin down): 8.625 / 8.040 eV
HOMO (spin up / spin down): -8.623 / -8.189 eV
relative energy (zero: lowest compared OMol25 entry of this formula, charge and spin): 91.2 kcal/mol
spin multiplicity: 1
E_LUMO (spin up / spin down): 0.0 / -0.1 eV
largest force on an atom: 3.95 eV Å⁻¹

Last column: Löwdin charge in e.
Positions of all 13 atoms, in Å:
C1 -0.12 -2.15 -1.68  -0.06
C2 -0.38 1.21 0.22  -0.09
C3 0.74 0.54 1.01  -0.34
C4 1.79 -0.10 0.17  -1.02
O1 0.32 -2.33 -0.60  -0.01
Cl1 3.35 -0.38 1.03  0.53
Cl2 2.10 0.17 -1.52  0.63
H1 0.40 -1.45 -2.36  0.00
H2 -1.03 0.55 -0.17  0.03
H3 -0.04 1.93 -0.50  0.06
H4 -0.83 1.82 1.02  0.09
H5 0.36 -0.06 1.77  0.10
H6 1.26 1.29 1.50  0.08

---

(4)
Computed, not measured: the molecule C4H6Cl3N3 in a non-equilibrium geometry, with wB97M-V/def2-TZVPD.

orbital gap: 9.191 eV
SMILES: ClC(Cl)(Cl)N1CCCN=N1
HOMO: -8.733 eV
relative energy (zero: lowest compared OMol25 entry of this formula, charge and spin): 4.7 kcal/mol
spin multiplicity: 1
E_LUMO: 0.5 eV
largest force on an atom: 4.46 eV Å⁻¹

Last column: Löwdin charge in e.
Positions of all 16 atoms, in Å:
Cl1 -0.54 -2.33 -2.58  0.64
C1 -0.98 -0.73 -2.20  -1.55
Cl2 -2.73 -0.36 -2.24  0.57
Cl3 -0.06 0.48 -3.09  0.60
N1 -0.39 -0.53 -0.55  -0.19
C2 0.90 0.13 -0.31  -0.21
C3 1.14 0.09 1.27  -0.13
C4 -0.10 0.64 1.95  -0.22
N2 -1.33 0.31 1.32  -0.04
N3 -1.46 -0.19 0.21  -0.08
H1 0.92 1.14 -0.76  0.08
H2 1.72 -0.44 -0.82  0.12
H3 2.00 0.66 1.37  0.08
H4 1.32 -0.89 1.43  0.07
H5 -0.32 0.32 3.11  0.17
H6 -0.09 1.69 1.88  0.09

---

(5)
Computed, not measured: the molecule C4H6ClN in a non-equilibrium geometry, with wB97M-V/def2-TZVPD.

orbital gap: 11.867 eV
SMILES: N#CCCCCl
HOMO: -11.077 eV
relative energy (zero: lowest compared OMol25 entry of this formula, charge and spin): 9.9 kcal/mol
spin multiplicity: 1
E_LUMO: 0.8 eV
largest force on an atom: 3.24 eV Å⁻¹

Last column: Löwdin charge in e.
Positions of all 12 atoms, in Å:
N1 2.37 -1.50 0.01  0.16
C1 1.72 -0.65 -0.36  -0.26
C2 0.77 0.37 -0.77  -0.19
C3 -0.33 0.71 0.35  -0.28
C4 -1.06 -0.54 0.70  -0.59
Cl1 -2.39 -0.84 -0.46  0.56
H1 0.10 0.11 -1.61  0.11
H2 1.22 1.36 -1.13  0.14
H3 0.24 1.25 1.11  0.12
H4 -0.88 1.41 -0.21  0.08
H5 -0.23 -1.28 0.62  0.07
H6 -1.52 -0.42 1.73  0.10

---

(6)
Computed, not measured: a cluster of 2 separate species, C4H6ClN in total in a non-equilibrium geometry, with wB97M-V/def2-TZVPD.

orbital gap (spin up / spin down): 9.243 / 8.455 eV
HOMO (spin up / spin down): -9.509 / -8.743 eV
relative energy (zero: lowest compared OMol25 entry of this formula, charge and spin): 128.7 kcal/mol
spin multiplicity: 1
E_LUMO (spin up / spin down): -0.3 / -0.3 eV
largest force on an atom: 3.90 eV Å⁻¹

Last column: Löwdin charge in e.
Positions of all 12 atoms, in Å:
C1 1.76 1.69 -0.54  -0.08
C2 1.38 0.71 0.23  -0.58
C3 -1.01 -1.07 -0.43  -0.23
C4 -1.63 -0.62 0.86  -0.20
N1 -0.93 0.31 0.00  0.03
Cl1 2.15 -0.74 0.72  0.63
H1 2.74 1.73 -0.91  0.04
H2 1.04 2.48 -0.78  0.07
H3 0.03 -1.47 -0.43  0.05
H4 -1.55 -1.29 -1.29  0.07
H5 -2.66 -0.56 0.76  0.06
H6 -1.29 -1.17 1.81  0.13